[1]
The following is a DFT calculation (ωB97M-V/def2-TZVPD) of a 2-piece molecular cluster, C6H7N3O2 overall.

Each line ends with the natural charge from an NBO analysis.
Element x y z (Å)
C (-3.36, 0.09, -0.03)  0.03
C (-2.30, -0.83, 0.17)  -0.02
C (-1.54, 1.28, -0.01)  -0.10
C (3.53, 0.85, 0.07)  -0.24
C (0.06, -0.50, 0.55)  0.01
C (4.06, 1.85, -0.33)  -0.24
N (-2.95, 1.31, -0.13)  -0.36
N (-1.17, -0.13, 0.19)  -0.24
N (0.63, -1.53, 0.01)  0.32
O (0.37, -2.11, -1.05)  -0.53
O (1.83, -1.92, 0.63)  -0.55
H (-4.40, -0.16, -0.10)  0.21
H (-2.32, -1.89, 0.29)  0.24
H (-1.06, 1.66, -0.92)  0.25
H (3.07, -0.01, 0.46)  0.24
H (-1.21, 1.90, 0.83)  0.26
H (2.24, -2.58, 0.04)  0.49
H (4.55, 2.71, -0.68)  0.22

Values from the calculation:
E_HOMO (alpha / beta) (eV): -8.197 / -8.265
Frontier orbital gap (alpha / beta) (eV): 6.9 / 7.1
ΔE to the lowest compared entry with this formula, charge and spin (kcal/mol): 193.5
Maximum force (eV/A): 2.31
Spin multiplicity: 1
LUMO level (alpha / beta) (eV): -1.253 / -1.198

[2]
The following is a DFT calculation (ωB97M-V/def2-TZVPD) of a single C6H7N3S molecule.

Each line ends with the natural charge from an NBO analysis.
Element x y z (Å)
C (1.09, 0.84, -0.35)  -0.29
C (1.16, -0.43, -1.08)  -0.01
C (-0.80, 2.81, -0.09)  0.04
C (-0.41, 1.43, -0.47)  -0.30
C (0.12, 0.80, 0.76)  -0.16
C (-0.57, -3.06, 0.62)  -0.46
N (0.45, -1.46, -0.69)  -0.22
N (-0.37, 3.25, 1.04)  -0.55
N (-0.46, -1.60, 0.23)  -0.17
S (0.24, 2.04, 2.00)  0.56
H (1.96, 1.40, -0.45)  0.23
H (1.88, -0.45, -1.87)  0.20
H (-1.35, 3.55, -0.55)  0.21
H (-0.99, 0.82, -1.21)  0.26
H (-0.69, -3.78, -0.21)  0.21
H (-1.57, -2.97, 1.06)  0.21
H (0.32, -3.19, 1.25)  0.21

Values from the calculation:
E_HOMO (alpha / beta) (eV): -8.020 / -8.372
Frontier orbital gap (alpha / beta) (eV): 7.2 / 7.7
ΔE to the lowest compared entry with this formula, charge and spin (kcal/mol): 128.8
Maximum force (eV/A): 3.16
Spin multiplicity: 1
LUMO level (alpha / beta) (eV): -0.823 / -0.702

[3]
The following is a DFT calculation (ωB97M-V/def2-TZVPD) of C6H7N4 as an isolated structure.

Each line ends with the natural charge from an NBO analysis.
Element x y z (Å)
C (-2.98, -0.69, -0.90)  0.28
C (-0.50, 0.15, 2.72)  0.22
C (0.49, -0.03, 0.76)  0.54
C (2.49, -0.44, -0.29)  -0.20
C (1.22, 0.02, -0.49)  -0.16
C (0.62, 0.66, -1.73)  -0.67
N (0.64, 0.08, 2.01)  -0.41
N (-1.62, 0.01, 2.11)  -0.19
N (-2.16, -0.45, -0.11)  -0.01
N (-1.35, -0.13, 0.77)  -0.15
H (-3.81, -0.66, -1.64)  0.31
H (-0.39, 0.27, 3.70)  0.22
H (3.32, -0.45, -0.99)  0.23
H (2.72, -1.13, 0.46)  0.22
H (0.07, 1.65, -1.65)  0.25
H (1.39, 1.03, -2.43)  0.27
H (-0.15, 0.12, -2.29)  0.24

Values from the calculation:
E_HOMO (eV): -13.516
Frontier orbital gap (eV): 8.5
ΔE to the lowest compared entry with this formula, charge and spin (kcal/mol): 121.6
Maximum force (eV/A): 4.96
Spin multiplicity: 1
LUMO level (eV): -4.994
Total charge: +1

[4]
The following is a DFT calculation (ωB97M-V/def2-TZVPD) of a 2-piece molecular cluster, C6H7N4O2 overall.

Each line ends with the natural charge from an NBO analysis.
Element x y z (Å)
C (-2.44, -1.56, -1.37)  -0.11
C (-3.39, -0.96, -0.60)  -0.12
C (-0.48, 0.73, 0.27)  0.41
C (2.20, -1.08, 0.99)  0.74
C (2.50, 1.43, 0.11)  -0.71
C (1.77, 0.17, 0.05)  -0.12
N (-1.27, -1.00, -1.16)  -0.19
N (-2.79, -0.01, 0.16)  -0.24
N (-0.61, 1.66, 1.07)  -0.70
N (-1.55, -0.02, -0.31)  -0.08
O (3.41, -1.22, 1.19)  -0.75
O (1.23, -1.76, 1.30)  -0.74
H (-2.45, -2.52, -1.99)  0.21
H (-4.42, -1.27, -0.33)  0.21
H (1.95, 2.38, 0.35)  0.24
H (3.28, 1.55, 0.93)  0.23
H (2.98, 1.72, -0.80)  0.20
H (1.72, -0.26, -0.99)  0.20
H (-1.64, 2.00, 1.13)  0.33

Values from the calculation:
E_HOMO (eV): -4.399
Frontier orbital gap (eV): 7.9
ΔE to the lowest compared entry with this formula, charge and spin (kcal/mol): 75.4
Maximum force (eV/A): 4.02
Spin multiplicity: 1
LUMO level (eV): 3.462
Total charge: -1

[5]
The following is a DFT calculation (ωB97M-V/def2-TZVPD) of a 2-piece molecular cluster, C6H7N4O2 overall.

Each line ends with the natural charge from an NBO analysis.
Element x y z (Å)
C (2.51, -1.74, -0.28)  -0.09
C (3.50, -0.93, 0.37)  -0.16
C (0.55, 1.01, 0.46)  0.20
C (-2.53, -1.16, 0.20)  0.74
C (-2.81, 1.01, -1.07)  -0.66
C (-1.96, 0.05, -0.25)  -0.23
N (1.35, -1.13, -0.32)  -0.21
N (2.83, 0.20, 0.71)  -0.23
N (0.64, 2.01, 1.28)  -0.67
N (1.60, 0.03, 0.31)  -0.05
O (-2.62, -0.21, 1.09)  -0.56
O (-2.61, -2.34, 0.06)  -0.65
H (2.73, -2.65, -0.82)  0.20
H (4.51, -0.71, 0.18)  0.21
H (-3.80, 0.65, -1.44)  0.18
H (-2.87, 1.91, -0.34)  0.21
H (-2.11, 1.32, -1.91)  0.20
H (-0.44, 0.59, -0.04)  0.25
H (1.56, 2.09, 1.81)  0.33

Values from the calculation:
E_HOMO (eV): -2.790
Frontier orbital gap (eV): 6.3
ΔE to the lowest compared entry with this formula, charge and spin (kcal/mol): 102.9
Maximum force (eV/A): 3.75
Spin multiplicity: 1
LUMO level (eV): 3.523
Total charge: -1

[6]
The following is a DFT calculation (ωB97M-V/def2-TZVPD) of an isolated ion of composition C6H7N4O5 and charge -1.

Each line ends with the natural charge from an NBO analysis.
Element x y z (Å)
C (1.32, -1.08, 0.61)  -0.29
C (-0.01, -1.17, 0.53)  -0.23
C (1.71, 0.73, -1.15)  0.23
C (2.10, -0.10, -0.12)  0.08
C (-0.85, -0.27, -0.32)  -0.21
C (-1.83, 0.38, 0.60)  0.01
N (1.39, 1.29, -2.08)  -0.30
N (-1.37, -0.75, -1.67)  -0.29
N (3.45, 0.05, 0.29)  0.31
N (-1.85, 1.61, 0.78)  0.35
O (-1.98, -2.04, -1.62)  -0.61
O (3.78, -0.52, 1.33)  -0.59
O (-2.91, 2.05, 1.65)  -0.58
O (4.17, 0.86, -0.38)  -0.57
O (-1.25, 2.58, 0.27)  -0.52
H (2.00, -1.69, 1.25)  0.27
H (-0.57, -1.70, 1.39)  0.19
H (-1.42, -2.78, -1.49)  0.45
H (-0.15, 0.52, -0.68)  0.26
H (-2.58, -0.19, 1.21)  0.22
H (-2.61, 2.98, 1.84)  0.48
H (-0.53, -0.75, -2.24)  0.34

Values from the calculation:
E_HOMO (alpha / beta) (eV): -1.392 / -5.165
Frontier orbital gap (alpha / beta) (eV): 4.4 / 6.7
Maximum force (eV/A): 4.45
Spin multiplicity: 3
LUMO level (alpha / beta) (eV): 2.977 / 1.533
Total charge: -1

[7]
The following is a DFT calculation (ωB97M-V/def2-TZVPD) of a single C6H7NO molecule.

Each line ends with the natural charge from an NBO analysis.
Element x y z (Å)
C (0.15, 1.99, -1.46)  -0.64
C (-0.64, 1.23, -0.36)  0.53
C (-0.08, 0.00, 0.06)  -0.02
C (-0.58, -0.84, 1.15)  -0.15
C (0.30, -1.95, 1.21)  -0.31
C (1.28, -1.79, 0.33)  -0.02
H (1.16, 2.24, -1.10)  0.21
H (-0.26, 3.13, -1.75)  0.23
H (0.28, 1.48, -2.16)  0.17
H (-1.40, -0.78, 1.59)  0.20
H (0.39, -2.78, 1.67)  0.21
H (2.24, -2.43, 0.30)  0.22
H (1.53, -0.47, -1.19)  0.40
N (1.09, -0.64, -0.37)  -0.48
O (-1.77, 1.53, -0.04)  -0.53

Values from the calculation:
E_HOMO (eV): -8.718
Frontier orbital gap (eV): 9.2
SMILES string: CC(=O)c1ccc[nH]1
ΔE to the lowest compared entry with this formula, charge and spin (kcal/mol): 69.9
Maximum force (eV/A): 15.71
Spin multiplicity: 1
LUMO level (eV): 0.491

[8]
The following is a DFT calculation (ωB97M-V/def2-TZVPD) of C6H7NO as an isolated structure.

Each line ends with the natural charge from an NBO analysis.
Element x y z (Å)
C (0.94, -0.15, -0.62)  0.41
C (0.02, -1.37, 1.01)  -0.14
C (-0.68, -0.31, 0.71)  -0.05
C (-1.91, 0.65, 0.90)  -0.42
C (-1.27, 1.58, -0.06)  -0.39
C (-0.30, 0.43, -0.38)  -0.22
H (1.22, 0.09, -2.81)  0.44
H (1.65, -1.91, 0.27)  0.40
H (0.05, -2.48, 1.43)  0.23
H (-1.84, 1.41, 1.87)  0.20
H (-2.96, 0.36, 0.80)  0.23
H (-1.80, 2.01, -1.00)  0.21
H (-0.51, 2.55, 0.24)  0.21
N (1.05, -1.02, 0.26)  -0.48
O (2.00, 0.01, -1.49)  -0.62

Values from the calculation:
E_HOMO (eV): -7.720
Frontier orbital gap (eV): 6.7
ΔE to the lowest compared entry with this formula, charge and spin (kcal/mol): 193.6
Maximum force (eV/A): 13.17
Spin multiplicity: 1
LUMO level (eV): -1.000

[9]
The following is a DFT calculation (ωB97M-V/def2-TZVPD) of C6H7NO as an isolated structure.

Each line ends with the natural charge from an NBO analysis.
Element x y z (Å)
C (1.63, 0.18, 1.58)  0.28
C (0.55, 0.15, 0.61)  0.12
C (0.68, -0.55, -0.81)  -0.41
C (-0.63, 0.23, -0.97)  -0.28
C (-1.47, -0.60, 0.02)  -0.10
C (-0.08, 1.37, -0.10)  -0.41
H (0.50, -1.76, -0.65)  0.22
H (1.49, -0.34, -1.60)  0.25
H (-1.00, 0.22, -2.11)  0.24
H (-1.37, -1.62, -0.28)  0.19
H (-2.47, -0.33, 0.65)  0.24
H (0.89, 1.58, -0.76)  0.22
H (-0.61, 2.05, 0.63)  0.25
N (2.38, -0.10, 2.52)  -0.29
O (-0.49, -0.46, 1.29)  -0.52

Values from the calculation:
E_HOMO (eV): -10.056
Frontier orbital gap (eV): 10.7
ΔE to the lowest compared entry with this formula, charge and spin (kcal/mol): 101.6
Maximum force (eV/A): 8.85
Spin multiplicity: 1
LUMO level (eV): 0.664

[10]
The following is a DFT calculation (ωB97M-V/def2-TZVPD) of C6H7NO as an isolated structure.

Each line ends with the natural charge from an NBO analysis.
Element x y z (Å)
C (-0.46, 2.26, -0.72)  -0.70
C (0.43, 1.04, -0.94)  0.06
C (0.25, -0.25, -0.53)  -0.33
C (1.57, -0.87, -0.19)  0.26
C (-0.66, -0.65, 0.46)  0.48
C (-0.52, -2.07, 0.83)  -0.70
H (0.00, 2.56, 0.50)  0.28
H (-1.67, 2.03, -0.77)  0.29
H (-0.26, 3.20, -1.46)  0.24
H (1.37, 1.08, -1.57)  0.23
H (-0.03, -1.70, 2.03)  0.28
H (-1.48, -2.66, 1.00)  0.26
H (0.40, -2.84, 0.07)  0.26
N (2.63, -1.28, 0.20)  -0.32
O (-1.57, 0.15, 1.09)  -0.59

Values from the calculation:
E_HOMO (eV): -10.020
Frontier orbital gap (eV): 8.9
ΔE to the lowest compared entry with this formula, charge and spin (kcal/mol): 132.7
Maximum force (eV/A): 8.09
Spin multiplicity: 1
LUMO level (eV): -1.079

[11]
The following is a DFT calculation (ωB97M-V/def2-TZVPD) of C6H7NO as an isolated structure.

Each line ends with the natural charge from an NBO analysis.
Element x y z (Å)
C (-0.55, -1.54, 0.53)  -0.41
C (0.36, -1.79, -0.55)  -0.40
C (0.70, -0.59, 0.23)  -0.28
C (0.20, 0.75, 0.00)  -0.13
C (0.02, 1.86, 0.97)  -0.03
C (-0.21, 1.36, -1.14)  0.08
H (-1.49, -0.97, 0.34)  0.23
H (-0.44, -2.06, 1.53)  0.22
H (1.03, -2.72, -0.23)  0.23
H (-0.10, -1.83, -1.81)  0.21
H (1.54, -0.73, 0.81)  0.23
H (-0.08, 1.60, 2.12)  0.23
H (-0.27, 1.10, -2.15)  0.20
N (-0.43, 2.84, 0.33)  -0.12
O (-0.28, 2.72, -0.98)  -0.26

Values from the calculation:
E_HOMO (eV): -8.740
Frontier orbital gap (eV): 9.7
ΔE to the lowest compared entry with this formula, charge and spin (kcal/mol): 108.8
Maximum force (eV/A): 5.89
Spin multiplicity: 1
LUMO level (eV): 0.931

[12]
The following is a DFT calculation (ωB97M-V/def2-TZVPD) of C6H7NO2S as an isolated structure.

Each line ends with the natural charge from an NBO analysis.
Element x y z (Å)
C (0.78, -3.80, -2.25)  -0.17
C (0.44, -2.65, -2.04)  -0.06
C (0.06, -0.80, -0.66)  -0.20
C (-0.12, 0.69, -0.36)  0.17
C (0.32, -1.27, -1.91)  -0.23
C (-0.30, 2.62, 0.94)  -0.47
N (-0.24, 1.22, 0.73)  -0.45
O (-0.55, 1.34, 3.53)  -0.92
O (-0.99, -0.92, 2.73)  -0.90
S (-0.10, 0.21, 2.78)  1.68
H (1.31, -4.69, -2.46)  0.24
H (0.29, -1.31, 0.26)  0.23
H (-0.05, 1.28, -1.40)  0.14
H (0.14, -0.71, -2.90)  0.24
H (-1.11, 3.09, 0.22)  0.21
H (-0.62, 2.72, 2.08)  0.27
H (0.75, 2.99, 0.70)  0.22

Values from the calculation:
E_HOMO (eV): -9.480
Frontier orbital gap (eV): 8.8
ΔE to the lowest compared entry with this formula, charge and spin (kcal/mol): 106.7
Maximum force (eV/A): 5.85
Spin multiplicity: 1
LUMO level (eV): -0.676

[13]
The following is a DFT calculation (ωB97M-V/def2-TZVPD) of a single C6H7NO2S2 molecule.

Each line ends with the natural charge from an NBO analysis.
Element x y z (Å)
C (-0.44, -1.54, -2.75)  -0.58
C (-0.15, -0.15, -2.08)  -0.02
C (-0.14, 0.80, 0.07)  0.82
C (-0.35, 0.37, 1.58)  -0.25
C (1.27, -0.42, 2.76)  -0.11
C (0.07, 1.61, 2.45)  -0.33
H (-0.24, -1.23, -3.87)  0.21
H (-1.49, -2.04, -2.65)  0.22
H (0.08, -2.11, -2.27)  0.18
H (-0.98, 0.63, -2.56)  0.16
H (0.71, 0.22, -2.10)  0.16
H (-1.35, 0.23, 1.67)  0.25
H (1.98, -1.30, 3.12)  0.23
N (0.38, -0.78, 1.92)  -0.38
O (-0.36, -0.36, -0.67)  -0.52
O (0.16, 1.83, -0.41)  -0.55
S (1.51, 1.19, 3.29)  0.41
S (-0.68, 3.04, 2.50)  0.10

Values from the calculation:
E_HOMO (eV): -8.918
Frontier orbital gap (eV): 8.4
SMILES string: CCOC(=O)[C@H]1N=CSC1=S
ΔE to the lowest compared entry with this formula, charge and spin (kcal/mol): 54.7
Maximum force (eV/A): 12.34
Spin multiplicity: 1
LUMO level (eV): -0.529

[14]
The following is a DFT calculation (ωB97M-V/def2-TZVPD) of a single C6H7NO3 molecule.

Each line ends with the natural charge from an NBO analysis.
Element x y z (Å)
C (2.45, 0.66, 0.58)  -0.02
C (2.21, -0.77, 0.41)  0.03
C (1.07, 1.21, -0.32)  0.51
C (1.05, -1.07, -0.22)  0.37
C (-1.98, -0.33, 0.70)  -0.64
C (-1.20, 0.11, -0.53)  -0.25
N (0.30, 0.13, -0.36)  -0.38
O (3.42, -0.18, 0.04)  -0.44
O (0.64, 2.47, -0.36)  -0.64
O (0.44, -2.28, -0.51)  -0.63
H (-2.37, -1.32, 0.71)  0.22
H (-2.73, 0.40, 1.04)  0.23
H (-1.18, -0.47, 1.49)  0.23
H (-1.56, 1.06, -0.65)  0.23
H (-1.46, -0.53, -1.37)  0.21
H (1.34, 2.99, -0.13)  0.50
H (-0.45, -2.07, -0.54)  0.46

Values from the calculation:
E_HOMO (eV): -7.712
Frontier orbital gap (eV): 8.1
SMILES string: CCn1c(O)c2c(c1O)O2
ΔE to the lowest compared entry with this formula, charge and spin (kcal/mol): 180.8
Maximum force (eV/A): 5.51
Spin multiplicity: 1
LUMO level (eV): 0.361

[15]
The following is a DFT calculation (ωB97M-V/def2-TZVPD) of a single C6H7NO4 molecule.

Each line ends with the natural charge from an NBO analysis.
Element x y z (Å)
C (2.34, -1.13, -0.75)  -0.26
C (1.23, -0.47, -1.28)  -0.28
C (2.25, -0.99, 0.59)  0.17
C (0.53, -0.02, -0.21)  0.33
C (-1.15, 1.42, 1.07)  -0.65
C (-0.88, 0.52, -0.11)  0.28
N (-1.74, -0.75, 0.12)  0.48
O (-1.99, -1.13, 1.21)  -0.39
O (-1.91, -1.38, -0.91)  -0.41
O (1.17, -0.32, 0.94)  -0.48
O (-1.31, 1.06, -1.32)  -0.68
H (3.28, -1.40, -1.20)  0.23
H (1.15, -0.32, -2.36)  0.26
H (2.74, -1.61, 1.39)  0.20
H (-2.02, 2.07, 0.92)  0.21
H (-1.28, 0.72, 1.86)  0.26
H (-0.29, 2.08, 1.22)  0.23
H (-2.12, 1.65, -1.18)  0.49

Values from the calculation:
E_HOMO (alpha / beta) (eV): -5.230 / -10.406
Frontier orbital gap (alpha / beta) (eV): 5.8 / 7.9
ΔE to the lowest compared entry with this formula, charge and spin (kcal/mol): 57.3
Maximum force (eV/A): 7.53
Spin multiplicity: 3
LUMO level (alpha / beta) (eV): 0.613 / -2.541